(1)
Here is a 2-piece molecular cluster, C4H13N4O overall from the OMol25 dataset. Energies are from the ωB97M-V functional and the def2-TZVPD basis.

Structure (XYZ):
```
22
Properties=species:S:1:pos:R:3:nbo_charge:R:1
C -0.6526 1.5126 1.3564 -0.421
C -1.9151 -0.1356 -0.0074 0.676
N -3.0802 -0.4877 -0.6300 -0.802
N -1.5640 1.0955 0.2974 -0.532
N -1.2224 -1.1828 0.4180 -0.750
H -3.8676 0.1360 -0.7224 0.419
H -2.9864 -0.9326 -1.5297 0.417
H -1.8327 1.7625 -0.4157 0.422
H -0.3556 -1.2020 0.9384 0.444
H -1.6475 -2.0846 0.5430 0.429
H -1.1288 2.1178 2.1264 0.235
H 0.2194 2.0114 0.9913 0.237
H -0.3733 0.5964 1.8692 0.219
C 1.7271 -0.9808 -1.5289 -0.737
C 2.1131 -0.2661 -0.2627 0.678
O 2.0804 -0.7908 0.8353 -0.632
N 2.4792 1.0505 -0.3770 -0.838
H 2.9485 1.3936 0.4526 0.402
H 2.9289 1.4324 -1.1914 0.400
H 2.7215 -1.2927 -1.8420 0.259
H 1.3266 -0.3902 -2.3407 0.231
H 1.2059 -1.9218 -1.3941 0.244
```

Calculated values
Charge: +1
HOMO level in eV: -13.315
Gap between HOMO and LUMO in eV: 10.38

=====

(2)
Here is a 2-piece molecular cluster, C4H13N4O overall from the OMol25 dataset. Energies are from the ωB97M-V functional and the def2-TZVPD basis.

Structure (XYZ):
```
22
Properties=species:S:1:pos:R:3:nbo_charge:R:1
C -3.1066 -1.1354 -2.0270 -0.719
C -2.0320 0.0155 -1.7038 0.702
O -2.0569 0.6273 -0.6531 -0.683
N -1.1427 0.3252 -2.7000 -0.827
H -3.2692 -1.0485 -3.1067 0.222
H -3.8914 -0.7278 -1.3295 0.255
H -0.4157 0.9872 -2.4972 0.405
H -1.2378 -0.1813 -3.5631 0.410
H -2.9287 -2.1608 -1.7668 0.245
C 2.5439 -1.0450 0.8656 -0.438
C 1.1770 0.7315 1.7270 0.695
N 0.9407 1.4607 2.8376 -0.736
N 2.4705 0.2015 1.6913 -0.628
N 0.2857 0.9127 0.7473 -0.713
H 1.6333 1.3788 3.5827 0.419
H 0.0512 1.6714 3.2510 0.426
H 3.2833 0.7855 1.6638 0.439
H 0.3592 0.2411 -0.0261 0.414
H -0.6856 0.9420 1.0393 0.447
H 1.6397 -1.4496 0.4691 0.217
H 3.1476 -1.7184 1.4586 0.236
H 3.2345 -0.8137 0.0401 0.213
```

Calculated values
Charge: +1
HOMO level in eV: -13.211
Gap between HOMO and LUMO in eV: 9.67

=====

Here is how they stack up, most stable first: (1), (2).

=====

(1)
Here is a 2-piece molecular cluster, C3H11NSi overall from the OMol25 dataset. Energies are from the ωB97M-V functional and the def2-TZVPD basis.

Structure (XYZ):
```
16
Properties=species:S:1:pos:R:3:nbo_charge:R:1
C 3.4714 -0.1266 -0.2611 -1.013
Si 1.6264 0.6421 -0.3531 0.849
H 3.9371 0.1673 -1.1464 0.221
H 3.8347 0.3709 0.6480 0.226
H 3.5700 -1.1676 -0.0167 0.232
H 1.7728 1.9997 -0.5305 -0.182
H 0.7290 -0.1859 -1.2830 -0.158
H 1.0584 0.6083 0.9884 -0.177
C -2.4906 -0.8780 1.2220 -0.070
N -2.3763 -0.0297 0.2867 -0.397
C -3.0955 0.0045 -0.9501 -0.464
H -1.8713 -0.6427 2.0806 0.172
H -2.7174 -1.9313 1.0445 0.142
H -2.9294 1.1233 -1.3290 0.202
H -2.7003 -0.5895 -1.8048 0.210
H -4.1579 -0.1813 -0.6689 0.206
```

Calculated values
HOMO level in eV: -9.029
Gap between HOMO and LUMO in eV: 10.08

=====

(2)
Here is a 2-piece molecular cluster, C3H11NSi overall from the OMol25 dataset. Energies are from the ωB97M-V functional and the def2-TZVPD basis.

Structure (XYZ):
```
16
Properties=species:S:1:pos:R:3:nbo_charge:R:1
C 2.5893 0.8169 0.0836 -1.106
Si 1.1299 1.7805 0.7907 0.827
H 3.5146 1.0149 0.7267 0.259
H 2.1921 -0.2032 0.2507 0.242
H 2.7096 0.8288 -1.0633 0.261
H -0.1711 2.1456 0.0001 -0.134
H 0.5334 1.2274 2.0484 -0.175
H 1.3783 3.1323 1.3550 -0.176
C -1.2525 -1.2138 0.7190 -0.049
N -1.5735 -0.7342 -0.3747 -0.408
C -2.1127 -1.3974 -1.5333 -0.448
H -1.1695 -0.4728 1.5434 0.167
H -1.1394 -2.2887 1.2095 0.136
H -2.3276 -2.4938 -1.4545 0.178
H -2.9810 -0.8471 -1.9569 0.217
H -1.3201 -1.2953 -2.3443 0.209
```

Calculated values
HOMO level in eV: -9.203
Gap between HOMO and LUMO in eV: 10.14

=====

Here is how they stack up, most stable first: (2), (1).